Run w
Entry from OMol25: a 6-piece molecular cluster, H11O5S overall (ωB97M-V/def2-TZVPD).

Computed properties:
**M**: 123.15 g mol⁻¹

Structure (ORCA input):
```
! RIJCOSX wB97M-V def2-TZVPD def2/J DEFGRID3
* xyz -1 1
S -0.11 -1.58 0.26
H 0.10 -1.74 1.54
H -0.42 0.37 -1.03
H 0.06 0.83 -2.51
O -0.03 1.11 -1.59
H 1.63 1.75 -1.36
H 2.78 1.09 -0.99
O 2.43 1.99 -0.98
H 2.27 -1.26 -0.67
H 3.32 -1.33 -1.85
O 3.20 -0.99 -0.89
H -1.99 -0.22 2.47
H -1.25 0.75 3.21
O -2.18 0.64 2.92
H -2.55 -0.64 0.28
H -3.71 -0.13 0.99
O -3.55 -0.66 0.20
*
```

***

Run x
Entry from OMol25: a 6-piece molecular cluster, H11O5S overall (ωB97M-V/def2-TZVPD).

Computed properties:
**M**: 123.15 g mol⁻¹

Structure (ORCA input):
```
! RIJCOSX wB97M-V def2-TZVPD def2/J DEFGRID3
* xyz -1 1
S -0.66 0.21 -0.02
H -0.74 -0.60 1.03
H -1.76 -1.92 -0.84
H -3.17 -1.89 -1.36
O -2.57 -2.46 -0.86
H 3.15 -0.26 3.89
H 4.04 -1.35 3.52
O 4.00 -0.63 4.17
H 2.06 -2.26 1.80
H 0.75 -1.45 1.84
O 1.54 -1.66 2.35
H -3.52 0.98 -1.12
H -2.19 1.55 -1.33
O -3.05 1.48 -1.79
H 0.77 3.59 -3.39
H 1.28 2.20 -3.31
O 1.37 3.00 -3.85
*
```

***

According to the calculations, the structures order from most to least stable as run w, run x.

***

Run w
Entry from OMol25: a 5-piece molecular cluster, H12NO4 overall (ωB97M-V/def2-TZVPD).

Computed properties:
**M**: 90.10 g mol⁻¹

Structure (ORCA input):
```
! RIJCOSX wB97M-V def2-TZVPD def2/J DEFGRID3
* xyz 1 1
N -0.67 0.06 0.66
H -0.72 -0.54 1.50
H -1.30 -0.38 0.00
H 0.29 -0.04 0.31
H -0.82 1.05 0.83
H 3.12 0.26 -0.44
H 2.10 1.15 -1.21
O 2.19 0.47 -0.55
H -1.71 2.69 -1.29
H -0.81 3.40 -0.29
O -1.11 2.52 -0.55
H -0.27 -1.19 -3.19
H -0.42 -2.57 -2.76
O -0.78 -1.70 -2.55
H 0.30 -2.37 2.73
H 0.49 -1.35 3.84
O 0.12 -1.46 2.96
*
```

***

Run x
Entry from OMol25: a 5-piece molecular cluster, H12NO4 overall (ωB97M-V/def2-TZVPD).

Computed properties:
**M**: 90.10 g mol⁻¹

Structure (ORCA input):
```
! RIJCOSX wB97M-V def2-TZVPD def2/J DEFGRID3
* xyz 1 1
N 0.09 -0.04 0.33
H 0.02 0.95 0.64
H -0.26 -0.71 1.03
H 1.11 -0.22 0.14
H -0.38 -0.14 -0.61
O -1.25 -2.12 1.66
H -2.21 -2.12 1.57
H -0.99 -3.05 1.69
O 2.73 -0.07 -0.36
H 3.24 -0.89 -0.38
H 3.34 0.59 -0.03
O -0.73 2.55 0.71
H -1.32 2.80 -0.01
H -0.28 3.37 0.96
O -1.01 -0.07 -2.14
H -0.47 -0.05 -2.94
H -1.64 -0.78 -2.28
*
```

***

According to the calculations, the structures order from most to least stable as run x, run w.

***

Run w
Entry from OMol25: an isolated ion of composition C7H14NO and charge +1 (ωB97M-V/def2-TZVPD).

Computed properties:
**M**: 128.19 g mol⁻¹

Structure (ORCA input):
```
! RIJCOSX wB97M-V def2-TZVPD def2/J DEFGRID3
* xyz 1 1
C -0.20 -0.12 -0.17
C -1.46 -0.37 -0.19
C 2.00 0.08 -0.90
C 2.44 -1.01 0.02
C -2.13 -1.64 0.24
C -2.63 0.67 -0.30
C 1.06 1.63 0.88
N 0.77 0.85 -0.33
O 1.36 -1.80 0.16
H 2.79 0.90 -1.15
H 1.68 -0.40 -1.72
H 3.33 -1.63 -0.38
H 2.79 -0.78 1.00
H -1.35 -2.47 0.57
H -2.62 -1.54 1.19
H -2.68 -2.12 -0.62
H -3.31 0.16 -0.88
H -3.15 0.88 0.60
H -2.20 1.55 -0.61
H 1.27 0.93 1.74
H 1.80 2.47 0.53
H 0.05 2.18 1.25
H 0.37 1.57 -0.94
*
```

***

Run x
Entry from OMol25: C7H14NO as an isolated structure (ωB97M-V/def2-TZVPD).

Computed properties:
**M**: 128.19 g mol⁻¹

Structure (ORCA input):
```
! RIJCOSX wB97M-V def2-TZVPD def2/J DEFGRID3
* xyz 1 1
C -1.11 0.23 -1.18
C -1.76 0.26 -3.08
C 1.27 -1.60 1.20
C 2.65 -1.46 0.72
C 0.03 0.00 -0.09
C -0.71 1.58 1.62
C 0.51 1.08 0.77
N 0.30 -1.24 0.21
O 2.92 -0.83 -0.28
H -1.94 -0.36 -0.63
H -1.48 1.34 -0.94
H -1.35 1.17 -3.42
H 1.15 -2.71 1.37
H 0.92 -0.93 2.09
H 3.36 -1.96 1.31
H -1.17 -0.57 -3.47
H -0.47 2.35 2.26
H -0.89 0.87 2.39
H -1.54 1.93 1.19
H 1.40 0.82 1.34
H 0.77 1.76 -0.01
H -2.81 0.24 -3.06
H -0.04 -1.97 -0.32
*
```

***

According to the calculations, the structures order from most to least stable as run x, run w.

***

Run w
Entry from OMol25: the molecule C3H4FNS (ωB97M-V/def2-TZVPD).

Computed properties:
**M**: 105.14 g mol⁻¹
**SMILES**: CS[C@@H](F)C#N

Structure (ORCA input):
```
! RIJCOSX wB97M-V def2-TZVPD def2/J DEFGRID3
* xyz 0 1
C -0.78 1.21 -0.88
S 0.79 1.14 0.07
C 0.85 -0.47 1.03
F 0.04 -0.42 2.20
C 0.39 -1.83 0.16
N 0.00 -2.64 -0.53
H -0.39 1.30 -2.05
H -1.37 2.11 -0.64
H -1.40 0.27 -0.72
H 1.87 -0.68 1.36
*
```

***

Run x
Entry from OMol25: a 2-piece molecular cluster, C3H4FNS overall (ωB97M-V/def2-TZVPD).

Computed properties:
**M**: 105.14 g mol⁻¹
**SMILES**: C=[NH+][S-].C#CF

Structure (ORCA input):
```
! RIJCOSX wB97M-V def2-TZVPD def2/J DEFGRID3
* xyz 0 1
C 2.45 0.67 0.49
N 2.06 -0.59 0.55
S 0.65 -1.29 0.10
H 3.45 0.98 0.53
H 1.76 1.36 0.29
H 2.65 -1.37 0.79
C -3.10 -0.08 -1.31
C -3.30 0.29 -0.20
F -3.74 0.52 0.99
H -2.88 -0.50 -2.23
*
```

***

According to the calculations, the structures order from most to least stable as run w, run x.

***

Run w
Entry from OMol25: the molecule INO2 (ωB97M-V/def2-TZVPD).

Computed properties:
**M**: 172.91 g mol⁻¹

Structure (ORCA input):
```
! RIJCOSX wB97M-V def2-TZVPD def2/J DEFGRID3
* xyz 0 1
N 0.71 0.70 -0.23
O 1.57 0.02 -0.66
O -0.78 -0.85 1.13
I -1.50 0.14 -0.23
*
```

***

Run x
Entry from OMol25: the molecule INO2 (ωB97M-V/def2-TZVPD).

Computed properties:
**M**: 172.91 g mol⁻¹
**SMILES**: O=NOI

Structure (ORCA input):
```
! RIJCOSX wB97M-V def2-TZVPD def2/J DEFGRID3
* xyz 0 1
O 1.12 0.25 -1.16
N -0.06 0.28 -0.99
O -0.75 0.03 -0.04
I -0.31 -0.55 2.18
*
```

***

According to the calculations, the structures order from most to least stable as run x, run w.

***

Run w
Entry from OMol25: an isolated ion of composition C6H12NS and charge +1 (ωB97M-V/def2-TZVPD).

Computed properties:
**M**: 130.24 g mol⁻¹
**SMILES**: CC[N@@H+]1C=CS[C@H]1C

Structure (ORCA input):
```
! RIJCOSX wB97M-V def2-TZVPD def2/J DEFGRID3
* xyz 1 1
C 2.29 -0.95 -0.39
C 0.89 -0.35 -0.88
N -0.14 0.00 0.09
C -0.62 -1.17 0.86
C -1.86 -1.57 0.64
S -2.73 -0.64 -0.55
C -1.49 0.73 -0.57
C -1.79 1.77 0.51
H 2.82 -1.50 -1.13
H 2.89 -0.02 -0.16
H 2.14 -1.53 0.60
H 0.66 -1.15 -1.62
H 1.00 0.49 -1.52
H 0.34 0.53 0.83
H 0.15 -1.61 1.57
H -2.44 -2.42 1.08
H -1.42 1.19 -1.47
H -2.17 1.35 1.35
H -2.55 2.42 0.01
H -0.83 2.14 0.75
*
```

***

Run x
Entry from OMol25: an isolated ion of composition C6H12NS and charge +1 (ωB97M-V/def2-TZVPD).

Computed properties:
**M**: 130.24 g mol⁻¹

Structure (ORCA input):
```
! RIJCOSX wB97M-V def2-TZVPD def2/J DEFGRID3
* xyz 1 1
C 1.47 0.66 0.51
C 2.12 -0.72 0.33
C -0.01 0.52 0.62
C -1.02 0.63 -0.55
C -0.85 -0.59 0.17
C -2.26 1.38 -0.26
N 1.75 -1.41 -0.84
S -1.43 -2.16 0.13
H 1.69 1.22 1.48
H 1.59 1.23 -0.43
H 3.22 -0.56 0.64
H 1.78 -1.27 1.12
H -0.31 0.84 1.66
H -0.73 0.77 -1.53
H -3.12 1.29 -0.85
H -2.15 2.39 -0.27
H -2.68 0.95 0.76
H 1.99 -0.88 -1.64
H 1.63 -2.42 -0.77
H -2.69 -1.87 -0.28
*
```

***

Run y
Entry from OMol25: an isolated ion of composition C6H12NS and charge +1 (ωB97M-V/def2-TZVPD).

Computed properties:
**M**: 130.24 g mol⁻¹

Structure (ORCA input):
```
! RIJCOSX wB97M-V def2-TZVPD def2/J DEFGRID3
* xyz 1 1
C -1.47 -0.63 0.30
C -2.14 0.44 0.44
C 1.86 -1.24 0.28
C 0.74 -1.57 -0.79
C -3.20 1.10 -0.46
C 1.80 1.25 0.22
N 1.63 -0.01 0.93
S -0.84 -2.16 0.07
H -1.76 1.07 1.11
H 2.01 -2.06 0.86
H 2.82 -1.39 -0.32
H 0.32 -0.77 -1.33
H 1.18 -2.44 -1.32
H -4.01 1.44 0.22
H -3.64 0.50 -1.23
H -2.62 1.94 -1.08
H 2.25 1.06 -0.72
H 0.80 1.80 0.14
H 2.44 1.84 0.78
H 1.83 -0.16 1.90
*
```

***

Run z
Entry from OMol25: a 2-piece molecular cluster, C6H12NS overall (ωB97M-V/def2-TZVPD).

Computed properties:
**M**: 130.24 g mol⁻¹

Structure (ORCA input):
```
! RIJCOSX wB97M-V def2-TZVPD def2/J DEFGRID3
* xyz 1 1
C -1.67 1.66 0.53
C -1.36 0.92 -0.33
C -1.56 -1.57 0.39
C 2.07 0.79 1.39
C 1.34 0.55 -1.29
C -1.02 -0.07 -1.22
N -0.58 -1.28 -0.66
S 2.06 -0.39 0.01
H -2.22 2.36 1.14
H -1.32 -2.59 0.82
H -1.31 -0.83 1.14
H -2.56 -1.52 0.05
H 2.99 1.37 1.47
H 2.11 0.39 2.39
H 1.26 1.46 1.34
H 1.32 1.63 -0.96
H 1.50 0.30 -2.36
H -1.04 0.04 -2.26
H 0.41 -1.37 -0.13
H -0.41 -1.86 -1.46
*
```

***

According to the calculations, the structures order from most to least stable as run w, run y, run x, run z.